#i
ORCA calculation (the ωB97M-V functional and the def2-TZVPD basis) on C6H9NO in the gas phase.

Its SMILES is C1N[C@@H]2C[C@H]2[C@@H]2O[C@@H]12. The HOMO energy comes out at -0.2945 Eh. The calculation puts the LUMO energy at 0.99 eV. The value obtained for the HOMO-LUMO gap is 9.000 eV.

```
! RIJCOSX wB97M-V def2-TZVPD def2/J DEFGRID3
* xyz 0 1
C -1.18 -0.45 1.23
N -0.56 -1.48 0.10
C -0.14 -0.50 -0.98
C 1.06 -0.31 -1.83
C 1.02 0.52 -0.47
C -0.03 1.32 0.12
O 0.08 2.18 1.16
C -0.15 0.68 1.40
H -1.36 -0.79 2.19
H -2.06 0.11 0.80
H 0.30 -1.87 0.40
H -0.96 0.10 -1.20
H 0.66 0.07 -2.75
H 1.93 -0.97 -1.79
H 1.65 -0.17 0.27
H -0.97 1.42 -0.48
H 0.71 0.15 1.83
*
```

***

#ii
ORCA calculation (the ωB97M-V functional and the def2-TZVPD basis) on a 2-piece molecular cluster, C6H9NO overall.

Its SMILES is c1ccncc1.CO. The HOMO energy comes out at -0.3451 Eh. The calculation puts the LUMO energy at 0.68 eV. The value obtained for the HOMO-LUMO gap is 10.072 eV.

```
! RIJCOSX wB97M-V def2-TZVPD def2/J DEFGRID3
* xyz 0 1
C 1.33 1.58 -0.39
C 0.62 2.11 -1.40
C -0.74 1.68 -1.48
N -1.25 0.90 -0.56
C -0.50 0.51 0.51
C 0.75 0.68 0.49
H 2.33 1.77 -0.49
H 0.88 2.72 -2.10
H -1.43 1.92 -2.30
H -1.11 0.31 1.49
H 1.23 0.29 1.37
C -0.69 -2.26 0.67
O 0.19 -2.97 1.56
H -1.36 -3.15 0.37
H -1.29 -1.46 1.08
H -0.09 -2.05 -0.24
H 1.12 -2.58 1.44
*
```

***

#iii
ORCA calculation (the ωB97M-V functional and the def2-TZVPD basis) on C6H9NO as an isolated structure.

The HOMO energy comes out at -0.3039 Eh. The calculation puts the LUMO energy at 0.88 eV. The value obtained for the HOMO-LUMO gap is 9.151 eV.

```
! RIJCOSX wB97M-V def2-TZVPD def2/J DEFGRID3
* xyz 0 1
C -1.58 -1.08 0.02
C -1.05 0.92 -0.19
C -2.06 -2.30 0.01
C -0.16 -0.70 0.45
C -0.94 2.38 -0.14
C 2.08 -0.60 -0.18
N -2.05 0.16 -0.45
O 0.85 -1.27 -0.28
H -3.19 -2.43 -0.10
H -1.50 -3.12 0.59
H 0.05 -0.40 1.55
H -0.92 2.49 0.85
H -1.69 2.99 -0.58
H -0.02 2.64 -0.67
H 2.00 0.21 0.55
H 2.19 -0.11 -1.15
H 2.84 -1.31 0.02
*
```

***

Relative energies with respect to the most stable structure, expressed in eV: #i 5.081; #ii 0.000; #iii 1.599.